1.
DFT (ωB97M-V/def2-TZVPD) results for a molecular structure, C15H30FO15V in a non-equilibrium geometry.

Results
**Total charge**: +1
**⟨S²⟩**: 3.75
**E_tot**: -2761.736788 Ha
**Maximum force**: 4.61 eV/Å
**Spin multiplicity**: 4

The geometry in XYZ format:
```
62
Properties=species:S:1:pos:R:3:forces:R:3
V -1.86638 -2.22792 0.59742 3.06 3.36 0.76
F -0.34039 -0.97625 -0.29348 -1.75 -1.74 1.02
C 0.17134 -4.71268 4.18170 -1.64 0.46 0.96
O 1.18357 -4.49326 3.24122 1.56 0.67 -1.77
C 1.05215 -3.78294 2.09268 -2.64 0.97 1.57
O -0.05944 -3.27897 1.78014 1.38 -1.00 -0.26
O 2.19868 -3.60199 1.50193 -0.72 -1.06 0.43
C 2.47741 -2.39709 0.79695 0.80 1.16 -0.56
H -0.24657 -3.84525 4.69258 0.23 1.05 -0.78
H 0.58372 -5.16647 5.08288 0.35 -0.94 -0.76
H -0.71251 -5.19255 3.76142 0.36 -0.56 0.00
H 2.86458 -2.56959 -0.20726 -0.13 -0.66 0.12
H 3.30152 -1.96960 1.36810 -0.15 0.30 -0.07
H 1.65537 -1.69312 0.66745 -0.37 -0.34 0.41
C 2.11813 5.72556 -3.17729 -0.58 0.67 1.54
O 2.24139 4.31482 -3.09552 0.59 -0.31 -0.38
C 1.74497 3.66199 -2.05039 -0.40 -1.14 -1.09
O 0.88407 4.03895 -1.30659 0.33 -0.10 0.51
O 2.27446 2.40631 -2.14684 1.04 2.77 0.06
C 1.88543 1.35051 -1.35126 -2.10 -1.61 -0.55
H 2.64431 6.15372 -2.32411 0.73 0.15 -0.34
H 1.11392 6.06476 -2.92308 -0.39 -0.28 -0.73
H 2.47627 6.08403 -4.14235 -0.07 -0.31 0.26
H 1.41502 1.45303 -0.37336 1.00 0.98 0.48
H 2.68322 0.61113 -1.42158 -0.18 0.11 0.40
H 1.00104 0.98738 -1.87481 0.06 -0.96 -0.18
C 1.93087 -1.41018 -3.28510 0.18 -1.20 0.42
O 2.22568 -0.38554 -4.19162 -1.82 0.62 -2.08
C 1.24095 -0.19556 -5.16137 -3.43 -1.98 0.38
O 0.15879 -0.80516 -5.36847 3.76 0.61 1.92
O 1.43597 0.83297 -5.90566 1.35 1.36 -0.86
C 2.62419 1.60565 -5.76355 0.98 0.45 0.15
H 2.85549 -1.53504 -2.72156 -0.19 -0.01 0.25
H 1.72905 -2.34915 -3.80057 -0.04 0.02 -0.10
H 1.07648 -1.18936 -2.64528 0.09 0.17 0.06
H 2.74912 1.96615 -4.74251 -0.41 0.39 -0.12
H 2.57722 2.39251 -6.51638 -0.24 0.04 0.35
H 3.55153 1.06271 -5.94619 -0.26 -0.54 -0.28
C -3.15938 -2.19132 5.07631 -2.23 -1.19 1.82
O -2.13468 -1.23611 5.04358 -0.63 -0.93 -0.33
C -1.67380 -0.96722 3.86186 0.79 1.27 0.03
O -1.92937 -1.55461 2.82571 -0.01 -0.34 -0.85
O -0.90970 0.08988 4.03966 -0.40 0.09 -1.01
C 0.01420 0.41731 3.00666 1.62 -0.50 0.16
H -3.96532 -1.73644 5.65221 0.00 0.08 0.09
H -2.88132 -3.06901 5.65978 0.48 0.09 -0.07
H -3.66090 -2.56864 4.18512 0.85 0.57 -0.57
H 0.62002 1.20950 3.44656 -0.26 0.16 -0.40
H -0.33289 0.62455 1.99440 -0.69 0.20 0.34
H 0.66732 -0.45184 2.92849 0.21 -0.01 -0.25
C -4.68803 0.97930 2.39894 -1.03 -1.48 1.80
O -4.16298 1.61388 1.31961 2.39 0.77 -3.85
C -3.35787 0.96693 0.41204 0.63 1.73 -0.07
O -2.97042 -0.19114 0.53596 -0.57 0.04 -0.32
O -2.98860 1.87159 -0.54614 -0.59 -1.47 1.83
C -1.90756 1.68030 -1.50837 -0.21 0.31 -0.94
H -5.65817 0.56116 2.13046 -0.01 -0.29 0.12
H -4.86449 1.69666 3.20041 0.16 0.20 -0.24
H -4.02187 0.20941 2.78829 -0.07 -0.17 -0.07
H -2.20191 1.04551 -2.34413 -0.12 -0.64 0.51
H -0.92194 1.42677 -1.11802 -0.57 -0.31 0.53
H -1.81106 2.63928 -2.01744 -0.11 0.27 0.56
```
Forces are in eV/Å.

Results of the Mulliken charge analysis, in e, for atoms 1 through 4:
1 V 1.149
2 F -0.298
3 C -0.521
4 O -0.323



2.
DFT (ωB97M-V/def2-TZVPD) results for a molecular structure, C15H30NO5PPd.

Results
**Total charge**: +2
**E_tot**: -1489.219794 Ha
**Maximum force**: 0.54 eV/Å

The geometry in XYZ format:
```
53
Properties=species:S:1:pos:R:3:forces:R:3
Pd -0.16830 -0.69306 -0.38445 0.01 -0.20 0.02
O 0.79759 -2.40998 -1.65500 0.33 0.05 0.16
C 1.75160 -2.37347 -2.72748 -0.06 0.01 0.00
C 3.21875 -2.38871 -2.30658 0.01 0.05 -0.01
N 3.69891 -1.22930 -1.50434 0.05 0.04 -0.04
C 3.36626 0.14078 -1.96282 0.00 -0.19 0.20
C 1.92139 0.41144 -1.51178 -0.10 0.29 -0.40
O 1.71238 0.25799 -0.25096 -0.37 -0.38 -0.06
O 1.07627 0.64101 -2.36168 0.17 0.03 0.03
C 4.37336 -1.40449 -0.44170 0.01 -0.02 -0.02
C 2.02943 -2.47750 1.95784 -0.06 -0.12 0.02
O 2.95172 -2.19453 2.58950 0.03 0.08 -0.05
O 1.11446 -2.76638 1.29823 0.01 -0.01 0.04
H 0.78935 -3.28548 -1.24783 -0.02 0.02 0.01
H 1.61791 -3.25127 -3.36211 -0.03 0.02 -0.01
H 1.51035 -1.49523 -3.31849 0.00 0.04 0.00
H 3.46322 -3.28457 -1.73736 -0.01 -0.02 -0.01
H 3.81231 -2.39589 -3.22399 0.01 -0.01 0.02
H 4.07312 0.82987 -1.50672 -0.04 0.04 -0.01
H 3.43797 0.18400 -3.04543 0.00 -0.02 -0.02
H 4.59054 -2.40944 -0.09992 0.00 0.01 0.01
H 4.74218 -0.54827 0.10905 -0.01 -0.01 0.01
C -2.11091 1.79718 -1.96298 0.00 -0.01 0.01
C -1.70908 2.25923 -0.56088 0.01 -0.01 0.00
C -2.77998 3.15241 0.08166 0.00 0.02 -0.01
P -1.38362 0.86199 0.55294 0.01 0.17 0.02
C -0.76463 1.42021 2.16989 0.06 -0.04 0.01
C -0.13539 0.25040 2.93460 -0.01 0.02 0.00
C 0.23461 2.56987 2.01413 -0.02 0.01 -0.01
C -2.85984 -0.21476 0.66695 0.02 -0.03 0.01
C -2.33642 -1.62259 0.31499 0.02 0.06 0.09
C -3.63420 -0.18097 1.97941 -0.01 0.00 0.00
H -2.24073 2.67634 -2.59389 0.00 0.00 0.00
H -3.06450 1.26655 -1.95856 0.00 0.00 0.00
H -1.34588 1.17132 -2.42029 0.00 0.01 0.00
H -0.75763 2.79495 -0.62371 -0.01 0.01 0.01
H -3.73446 2.62857 0.16405 0.00 0.00 0.00
H -2.94100 4.01953 -0.55883 0.00 0.00 0.00
H -2.49708 3.51871 1.06855 0.00 0.00 0.00
H -1.65442 1.76987 2.70500 -0.01 0.00 -0.01
H 0.80384 -0.03359 2.45566 0.00 0.00 0.00
H -0.78356 -0.62495 2.99476 0.00 0.00 0.00
H 0.09112 0.56545 3.95281 0.00 0.00 0.00
H 1.09669 2.25548 1.42392 0.00 0.00 0.00
H 0.58992 2.86049 3.00265 0.01 -0.01 0.00
H -0.20483 3.45253 1.55243 0.00 0.00 0.00
H -3.51081 0.11928 -0.14512 0.00 0.01 0.00
H -1.72459 -2.04916 1.11251 0.00 -0.02 -0.01
H -1.83096 -1.67957 -0.69893 0.02 0.09 0.02
H -3.15843 -2.32088 0.14382 0.00 0.01 -0.05
H -3.03104 -0.52073 2.82116 0.00 0.00 0.00
H -4.49955 -0.84063 1.90371 0.00 0.00 0.00
H -4.00340 0.81998 2.20162 0.00 0.00 0.00
```
Forces are in eV/Å.

Results of the Mulliken charge analysis, in e, for atoms 1 through 4:
1 Pd 0.116
2 O -0.394
3 C -0.642
4 C -0.618



3.
DFT (ωB97M-V/def2-TZVPD) results for 5 unconnected molecules or ions with the total composition C15H30O15 in a non-equilibrium geometry.

Results
**E_tot**: -1718.070600 Ha
**Maximum force**: 4.40 eV/Å
**SMILES string**: COC(=O)OC.COC(=O)OC.COC(=O)OC.COC(=O)OC.COC(=O)OC

The geometry in XYZ format:
```
60
Properties=species:S:1:pos:R:3:forces:R:3
C -14.90494 9.43080 12.85826 1.13 1.18 1.36
O -15.50318 8.25622 13.36469 -0.56 -0.64 -0.91
C -15.52283 7.92998 14.66520 0.41 1.69 0.40
O -15.04657 8.57585 15.58294 -0.41 -0.96 -1.04
O -16.22671 6.81185 14.73289 0.04 -0.47 0.05
C -16.31345 6.12141 15.97047 0.04 -0.70 0.49
H -15.07250 9.66535 11.80707 -0.57 -0.94 0.07
H -13.82610 9.38227 13.00604 0.11 -0.11 -0.05
H -15.22396 10.30358 13.42798 -0.20 -0.01 0.10
H -16.69939 5.12732 15.74479 -0.27 0.22 -0.22
H -16.97983 6.60721 16.68324 0.11 0.19 -0.13
H -15.34753 5.91915 16.43330 0.17 0.55 -0.09
C -6.81027 7.12017 19.56036 0.56 0.48 0.87
O -8.18772 6.75038 19.63386 -0.97 -0.37 0.11
C -9.12406 7.58957 20.13883 -0.44 2.73 -0.62
O -8.95084 8.72719 20.56603 0.38 -2.12 -0.25
O -10.35981 7.08942 19.90329 -0.11 -0.54 -0.39
C -11.56733 7.74883 20.39105 0.33 0.46 0.75
H -6.42164 7.32896 20.55709 -0.23 0.50 0.05
H -6.61526 7.95237 18.88396 -0.36 0.12 0.14
H -6.16971 6.29670 19.24467 -0.83 -0.43 -0.35
H -11.68169 7.43828 21.42961 -0.08 0.27 -0.02
H -12.49605 7.52161 19.86767 0.64 -1.22 -0.56
H -11.61906 8.83360 20.29774 1.12 0.11 0.25
C 0.93896 11.77140 19.48539 -0.77 -0.94 0.15
O 2.04155 12.59898 19.16691 -0.95 -0.41 -1.17
C 3.09811 12.64753 19.93589 -0.75 -0.07 4.18
O 3.18863 12.14080 21.06215 0.30 0.45 -2.38
O 3.88378 13.55464 19.41679 1.51 0.67 -0.42
C 4.98103 14.09188 20.15599 1.18 -0.03 0.35
H 0.28980 12.10949 20.29309 0.46 0.63 0.18
H 1.20540 10.75150 19.76274 0.46 0.07 -0.14
H 0.30239 11.72436 18.60185 0.31 0.11 -0.11
H 4.74887 14.55074 21.11705 -0.80 0.19 -0.29
H 5.49645 14.79113 19.49757 -0.55 0.19 -0.01
H 5.78148 13.40861 20.43971 -0.40 -0.86 -0.34
C -10.61691 13.79268 17.40961 -1.28 1.14 0.92
O -9.19714 13.83945 17.37586 -0.66 -1.73 -1.24
C -8.54265 14.81376 17.94720 -1.21 2.39 3.49
O -9.04313 15.67995 18.71596 1.75 -2.61 -2.93
O -7.22978 14.69356 17.76043 1.10 -0.24 -0.23
C -6.64107 13.67660 16.89967 -0.53 -0.41 -0.90
H -11.01867 14.53473 16.71965 0.04 -0.03 0.00
H -10.99621 14.02233 18.40535 0.34 0.48 0.11
H -11.12085 12.84296 17.23020 1.23 -0.44 -0.61
H -6.67672 13.98819 15.85576 -0.28 0.31 0.04
H -7.11829 12.69703 16.92788 -0.46 0.28 0.43
H -5.58761 13.45209 17.06673 -0.06 0.85 0.93
C -18.75092 2.19432 22.80337 0.97 -1.30 0.05
O -19.03530 3.55957 22.79167 0.15 0.25 0.86
C -18.07045 4.46057 23.07781 -0.37 0.62 -1.72
O -16.88031 4.36251 23.17822 -0.12 -0.96 0.63
O -18.72139 5.60521 22.96291 -1.83 1.00 0.63
C -18.06760 6.83569 23.17700 1.11 0.16 -0.03
H -18.54883 1.74788 23.77700 -0.16 0.54 0.47
H -17.83211 1.99743 22.25098 -0.19 -0.11 -0.44
H -19.61579 1.65435 22.41798 0.16 0.30 -0.32
H -17.43958 6.74811 24.06357 0.53 0.06 -0.39
H -18.69819 7.70255 23.37456 -0.91 -0.70 -0.10
H -17.55859 7.06236 22.24017 0.65 0.14 0.36
```
Forces are in eV/Å.

Results of the Mulliken charge analysis, in e, for atoms 1 through 4:
1 C -0.627
2 O -0.291
3 C 0.764
4 O -0.568



4.
DFT (ωB97M-V/def2-TZVPD) results for a single C15H30O4 molecule.

Results
**E_tot**: -890.527195 Ha
**Maximum force**: 0.66 eV/Å
**SMILES string**: CCCCCCCCCCCC(=O)OC[C@@H](O)CO

The geometry in XYZ format:
```
49
Properties=species:S:1:pos:R:3:forces:R:3
C -5.24338 -1.64447 -0.29073 0.24 -0.03 -0.10
C -3.82551 -1.12481 -0.49280 -0.27 0.18 0.14
C -3.68662 0.33287 -0.05973 0.37 -0.29 -0.21
C -2.26115 0.84363 -0.25224 -0.34 0.28 0.25
C -2.08131 2.26494 0.27614 0.22 -0.06 -0.31
C -0.71262 2.86548 -0.04792 -0.12 -0.20 0.29
C 0.45078 2.07227 0.54532 -0.01 0.47 -0.26
C 1.77336 2.83136 0.43888 -0.05 -0.30 0.22
C 2.97479 2.01865 0.94877 0.11 0.18 -0.17
C 3.91619 1.54508 -0.16003 -0.13 -0.19 0.13
H 4.78281 1.06561 0.29925 0.06 0.05 -0.08
H 4.26864 2.41063 -0.72463 0.04 -0.01 -0.01
C 3.27537 0.55592 -1.13106 0.25 0.16 0.25
C 3.04212 -0.80139 -0.51968 -0.10 0.08 -0.34
O 3.42771 -1.16416 0.56426 0.11 -0.04 0.17
O 2.35242 -1.58112 -1.35906 -0.05 0.33 -0.16
C 2.15242 -2.95490 -1.01558 -0.08 -0.50 0.38
H 3.12073 -3.41739 -0.79281 -0.14 0.03 -0.08
H 1.73499 -3.39324 -1.92251 0.04 0.04 0.08
C 1.20982 -3.19470 0.17866 -0.08 0.45 -0.47
O 1.89839 -3.32360 1.39589 0.16 0.00 0.51
H 2.53790 -2.59057 1.46000 -0.17 -0.16 -0.12
C 0.13244 -2.10219 0.28553 0.44 -0.22 -0.20
O -0.86015 -2.46495 1.20598 -0.27 -0.20 0.38
H -0.41240 -2.81278 1.98892 -0.01 0.07 -0.04
H 0.60777 -1.15885 0.59628 -0.01 -0.09 -0.16
H -0.36102 -1.95486 -0.67753 0.03 0.07 0.00
H 0.70936 -4.15893 0.02903 0.03 0.14 -0.09
H 2.32346 0.92754 -1.51172 -0.03 -0.04 -0.10
H 3.92688 0.40169 -1.99547 -0.10 -0.04 -0.05
H 2.62406 1.15134 1.50908 0.00 -0.02 0.11
H 3.56155 2.62831 1.63786 0.00 -0.06 0.07
H 1.93924 3.12389 -0.60052 0.00 0.09 -0.09
H 1.68448 3.75359 1.01658 -0.02 0.06 -0.07
H 0.24384 1.86526 1.59788 0.01 -0.13 0.07
H 0.53553 1.11536 0.02823 0.01 -0.15 0.05
H -0.59154 2.92644 -1.13254 0.02 0.07 -0.07
H -0.67966 3.88567 0.34345 0.06 0.07 -0.06
H -2.85319 2.90617 -0.15753 -0.08 0.01 0.06
H -2.22552 2.26417 1.35907 -0.06 0.04 0.07
H -2.00807 0.81700 -1.31544 0.08 -0.05 -0.08
H -1.58523 0.16915 0.27260 0.12 -0.09 -0.02
H -4.38073 0.95375 -0.63236 -0.07 0.06 0.03
H -3.95829 0.41916 0.99479 -0.07 0.05 0.07
H -3.55496 -1.21380 -1.54812 0.09 -0.03 -0.03
H -3.12802 -1.73527 0.08416 0.08 -0.02 -0.05
H -5.31963 -2.68259 -0.60575 -0.11 -0.11 0.00
H -5.95382 -1.05667 -0.86916 -0.12 0.03 -0.04
H -5.52418 -1.58364 0.75836 -0.08 -0.01 0.11
```
Forces are in eV/Å.

Results of the Mulliken charge analysis, in e, for atoms 1 through 4:
1 C -1.441
2 C 0.179
3 C -0.983
4 C 0.188



Energy above the lowest of the compared OMol25 structures with the same formula, charge and spin? In order: 144.79 0.00 72.40 1.39 kcal per mole.